The following is a DFT calculation (ωB97M-V/def2-TZVPD) of a 2-piece molecular cluster, CH6NO2 overall.

Geometry as XYZ:
```
10
Properties=species:S:1:pos:R:3:forces:R:3
O -0.1183 -1.8361 0.1105 0.9300 0.5242 -0.3461
H -0.9582 -2.1728 0.3731 -1.1042 -0.3965 0.1788
H 0.5229 -2.4479 0.4641 0.2737 -0.4648 0.1723
H -1.6843 1.4808 0.0906 -0.5591 0.6350 0.5616
C 0.1495 1.0548 0.1708 -0.7930 1.2602 1.1684
N 1.1024 0.4832 -0.4711 -0.9815 -0.5404 0.7289
O -1.1032 0.7249 0.0698 0.7375 -1.3646 -1.3331
H 0.2796 1.8237 0.9313 0.9030 0.3754 -0.5162
H 0.8202 -0.4461 -0.8148 0.4057 0.1069 -0.4525
H 2.0502 0.7199 -0.2185 0.1878 -0.1354 -0.1620
```
Positions in Å, forces in eV/Å.

Computed properties:
molar mass = 64.1 Da
gap between HOMO and LUMO = 11.84 eV
2S+1 = 1
energy above the lowest of the compared OMol25 structures with the same formula, charge and spin = 21.3 kcal per mole
LUMO = -4.56 eV
total charge = +1
total energy = -246.66987 Ha

***

The following is a DFT calculation (ωB97M-V/def2-TZVPD) of a 2-piece molecular cluster, CH6NO2 overall.

Geometry as XYZ:
```
10
Properties=species:S:1:pos:R:3:forces:R:3
C 0.0641 0.0954 0.5664 -4.7366 5.7872 0.4579
N -0.6628 -0.9284 0.8696 0.6319 -1.1483 0.3535
O 0.7156 0.0575 -1.5381 3.7176 2.0105 -2.6263
O -0.5506 1.4042 0.4271 1.8598 -4.8094 0.5490
H 1.0659 0.1121 0.8636 1.5513 -0.0072 -0.4458
H 0.0506 -1.6284 1.0552 -1.1551 -1.1356 0.3840
H 1.7423 0.0911 -1.5883 -1.9106 -1.0815 0.9225
H -1.6894 -1.1237 1.0986 1.9908 0.7403 -0.9269
H 0.7453 0.7674 -2.2809 -1.5988 -1.2335 1.5225
H -1.4809 1.1527 0.5269 -0.3504 0.8774 -0.1903
```
Positions in Å, forces in eV/Å.

Computed properties:
molar mass = 64.1 Da
gap between HOMO and LUMO = 12.03 eV
2S+1 = 1
energy above the lowest of the compared OMol25 structures with the same formula, charge and spin = 54.1 kcal per mole
LUMO = -4.57 eV
total charge = +1
total energy = -246.61746 Ha

***

The following is a DFT calculation (ωB97M-V/def2-TZVPD) of CH6NO2P as an isolated structure.

Geometry as XYZ:
```
11
Properties=species:S:1:pos:R:3:forces:R:3
C 1.3659 -1.1392 0.2187 0.5246 -0.1815 -0.0435
N 0.5932 -0.1656 0.3609 -0.1261 0.6666 -0.3384
O -1.7181 1.1604 -0.2195 0.1464 1.3165 -0.6596
O -1.6737 -1.2688 -0.6784 0.1694 0.5883 -0.0931
P -1.5783 -0.0940 0.5003 -0.7096 -1.8269 0.7022
H 1.1111 -2.0737 0.6997 -0.1172 -0.2452 -0.0008
H 2.2925 -1.1082 -0.3553 -0.0180 0.1010 0.0872
H -1.8093 -2.1580 -0.3576 -0.1102 -0.3412 0.3513
H 0.3618 3.4430 -0.1260 -0.1078 -1.3234 0.3564
H 0.8247 0.7099 -0.1133 0.2375 -0.2140 -0.0079
H 0.2301 2.6940 0.0705 0.1110 1.4598 -0.3539
```
Positions in Å, forces in eV/Å.

Computed properties:
molar mass = 95.0 Da
gap between HOMO and LUMO = 9.05 eV
2S+1 = 1
energy above the lowest of the compared OMol25 structures with the same formula, charge and spin = 57.4 kcal per mole
LUMO = 0.13 eV
total charge = 0
total energy = -588.26108 Ha

***

The following is a DFT calculation (ωB97M-V/def2-TZVPD) of one molecule with the formula CH6NOP.

Geometry as XYZ:
```
10
Properties=species:S:1:pos:R:3:forces:R:3
C -0.2911 -0.6689 -0.7284 -0.6573 -0.1678 -2.8374
N -0.0714 0.6786 -0.2739 0.6517 -0.2394 4.9386
P -0.2617 0.9408 1.6633 1.4041 2.7591 -5.1544
O -0.8167 2.2586 2.0123 -0.3199 -0.0163 0.0185
H 0.5837 -1.3289 -0.6604 0.1244 0.5616 0.1354
H -1.0873 -1.1919 -0.2204 -0.5762 -0.2231 0.0495
H -0.5483 -0.6216 -1.8739 0.3712 -0.2531 2.0918
H -0.7091 1.3897 -0.5051 -1.3377 0.5836 -1.2766
H -0.8243 -0.0533 2.2906 -1.1903 -2.5491 0.9685
H 1.0738 0.8425 1.7297 1.5300 -0.4553 1.0662
```
Positions in Å, forces in eV/Å.

Computed properties:
molar mass = 79.0 Da
SMILES = CN[PH2]=O
gap between HOMO and LUMO = 10.66 eV
2S+1 = 1
energy above the lowest of the compared OMol25 structures with the same formula, charge and spin = 44.9 kcal per mole
LUMO = 0.92 eV
total charge = 0
total energy = -513.00421 Ha

***

The following is a DFT calculation (ωB97M-V/def2-TZVPD) of a 2-piece molecular cluster, CH6NOPS overall.

Geometry as XYZ:
```
11
Properties=species:S:1:pos:R:3:forces:R:3
C -1.3918 1.7615 -1.3327 -0.3087 0.0114 -1.5509
N 1.4563 -1.0932 2.0171 -1.5060 0.4819 -1.2485
O 0.8347 -2.2871 -0.2126 -0.8526 -2.3922 -0.0880
P 1.8316 -1.3122 0.3508 1.2781 3.1704 2.3946
S -0.5795 0.2994 -0.5723 0.4445 -0.5350 0.1855
H -1.2313 2.6960 -0.8005 0.2797 -0.0743 0.1084
H -1.1622 1.9325 -2.4491 -0.0617 -0.4118 1.7401
H -2.4882 1.5727 -1.2859 0.7056 -0.0544 0.0446
H 0.5381 -0.6407 2.2723 1.0764 -0.9898 -0.5104
H 2.1569 -0.8377 2.6991 0.3289 0.0829 -0.4309
H 0.0355 -2.0913 -0.6863 -1.3841 0.7108 -0.6445
```
Positions in Å, forces in eV/Å.

Computed properties:
molar mass = 111.1 Da
gap between HOMO and LUMO (alpha / beta) = 6.45 / 6.45 eV
2S+1 = 1
energy above the lowest of the compared OMol25 structures with the same formula, charge and spin = 69.8 kcal per mole
LUMO (alpha / beta) = -1.28 / -1.28 eV
total charge = 0
total energy = -911.18180 Ha

***

The following is a DFT calculation (ωB97M-V/def2-TZVPD) of a 2-piece molecular cluster, CH6NOPS2 overall.

Geometry as XYZ:
```
12
Properties=species:S:1:pos:R:3:forces:R:3
C -1.3727 -1.1415 1.3612 0.6709 0.8117 1.7898
N 0.4676 -0.4395 -2.0351 -0.3048 2.4269 0.9773
O 1.9134 1.5832 0.0770 -1.5589 1.1640 -0.1695
P 0.4082 1.0465 -0.0070 0.8330 -2.9211 -2.4047
S -0.8149 2.4484 -0.3251 -0.3862 -0.0868 0.3511
S 0.3140 -0.5312 1.5064 0.8170 1.3029 -0.7352
H -2.0006 -0.2964 1.6087 -0.5493 -0.1533 -0.2967
H -1.4455 -1.8954 2.1521 -0.0651 0.1152 -0.1911
H -1.4819 -1.5721 0.4220 -0.6103 -0.6174 -1.6412
H 1.4699 -0.4660 -2.3859 -1.4611 0.5214 0.5635
H -0.0941 0.2201 -2.6888 1.4885 -1.1802 1.3254
H 2.6366 1.0438 0.3143 1.1263 -1.3833 0.4311
```
Positions in Å, forces in eV/Å.

Computed properties:
molar mass = 143.2 Da
gap between HOMO and LUMO = 8.09 eV
2S+1 = 1
energy above the lowest of the compared OMol25 structures with the same formula, charge and spin = 61.4 kcal per mole
LUMO = -0.51 eV
total charge = 0
total energy = -1309.38871 Ha

***

The following is a DFT calculation (ωB97M-V/def2-TZVPD) of a 2-piece molecular cluster, CH6NOS overall.

Geometry as XYZ:
```
10
Properties=species:S:1:pos:R:3:forces:R:3
S 0.7494 0.5118 -2.3629 -0.0364 -0.0737 0.5313
H -0.1219 0.4441 -1.2461 0.9383 -0.2914 -0.1139
H 1.8158 0.0013 -1.6768 -0.7687 0.2594 -0.2002
N -1.3771 -0.5874 2.4068 -0.0820 -0.5479 -1.4581
C -0.1154 -0.1691 1.7458 0.6376 -0.2992 0.1653
O -0.0887 -0.3496 0.4235 -0.2550 0.5301 0.1658
H -1.2792 -0.7818 3.3623 0.3357 -0.1301 1.5422
H -2.1077 0.0583 2.2724 -1.0103 0.9504 -0.2216
H 0.1754 0.8922 2.1072 -0.2738 -0.7069 -0.4016
H 0.5685 -0.8793 2.2778 0.5146 0.3094 -0.0092
```
Positions in Å, forces in eV/Å.

Computed properties:
molar mass = 80.1 Da
gap between HOMO and LUMO = 6.79 eV
2S+1 = 1
energy above the lowest of the compared OMol25 structures with the same formula, charge and spin = 40.9 kcal per mole
LUMO = 3.94 eV
total charge = -1
total energy = -569.86151 Ha

***

The following is a DFT calculation (ωB97M-V/def2-TZVPD) of a 2-piece molecular cluster, CH6NOS overall.

Geometry as XYZ:
```
10
Properties=species:S:1:pos:R:3:forces:R:3
S -2.0257 1.5728 -0.2502 -0.5055 0.8915 0.2615
H -3.3052 1.2291 -0.3067 -0.4095 -0.1164 -0.0301
N 1.4033 -0.9698 0.7584 -2.7926 0.2881 2.1054
C 0.7235 0.1133 0.0323 0.2939 -1.5662 -1.4316
O -0.1401 -0.4069 -0.9960 -0.0497 0.5621 1.0215
H 0.6230 -1.6011 1.1261 1.7916 0.8880 -0.8237
H 2.0918 -1.4797 0.2662 0.2719 -0.5032 -0.9051
H 0.1348 0.7447 0.7128 0.3856 -0.2394 -0.1125
H 1.5092 0.6552 -0.4939 0.1495 0.4966 0.2927
H -1.0147 0.1423 -0.8490 0.8650 -0.7011 -0.3781
```
Positions in Å, forces in eV/Å.

Computed properties:
molar mass = 80.1 Da
gap between HOMO and LUMO = 7.61 eV
2S+1 = 1
energy above the lowest of the compared OMol25 structures with the same formula, charge and spin = 12.7 kcal per mole
LUMO = 4.41 eV
total charge = -1
total energy = -569.90643 Ha